{
  "formula": "H22O11Xe",
  "method": "ωB97M-V with the def2-TZVPD basis set",
  "orbital_gap_ev": 9.97,
  "relative_energy_kcal_mol": 1.7,
  "multiplicity": 1,
  "e_tot_ev": -31842.8745,
  "charge": 0,
  "elements": ["Xe", "O", "H", "H", "O", "H", "H", "O", "H", "H", "O", "H", "H", "O", "H", "H", "O", "H", "H", "O", "H", "H", "O", "H", "H", "O", "H", "H", "O", "H", "H", "O", "H", "H"],
  "xyz": [[0.28482, -1.06211, 0.28882], [-2.78920, 0.25650, 2.33527], [-2.32399, -0.56584, 2.48875], [-2.29825, 0.90722, 2.83703], [-2.67580, 1.23193, -0.38066], [-2.68958, 0.65988, 0.38667], [-3.52442, 1.67445, -0.36537], [0.87843, 0.00862, -3.47471], [-0.07004, 0.06398, -3.35821], [1.22887, 0.71139, -2.92740], [-1.77756, 0.42871, -2.89554], [-1.83851, 0.42479, -1.94029], [-2.68497, 0.36822, -3.19416], [2.17981, 1.36335, 2.09043], [2.87436, 0.98753, 1.54952], [1.66509, 1.89597, 1.48413], [3.91444, 0.47729, -0.02179], [4.64023, 1.10065, 0.00759], [4.27803, -0.29406, -0.45660], [0.80648, -2.80301, -3.41985], [-0.14062, -2.85533, -3.29137], [1.00742, -1.87001, -3.34661], [0.76651, -2.50975, 3.92218], [0.06118, -2.54338, 3.27595], [0.42112, -2.98280, 4.67925], [-2.04946, -2.46336, 2.75442], [-2.41473, -2.52921, 3.63674], [-2.69117, -2.90182, 2.19568], [-0.19873, 2.40911, -0.37516], [-0.46713, 3.21242, 0.07080], [-0.96230, 1.83497, -0.31563], [2.22902, 2.02036, -1.72549], [2.90050, 1.45515, -1.34352], [1.46015, 1.88818, -1.17087]],
  "forces_ev_per_a": [[-0.004, -0.083, -0.061], [-0.346, 0.422, -0.338], [0.257, -0.713, 0.058], [0.133, 0.283, 0.108], [0.021, -0.070, -0.364], [-0.076, -0.370, 0.937], [-0.173, 0.223, -0.103], [0.410, -0.539, -0.226], [-0.623, 0.134, -0.130], [0.509, 0.512, 0.204], [0.117, -0.189, -0.425], [-0.219, 0.176, 0.401], [-0.134, -0.020, -0.160], [-0.170, 0.166, 0.544], [0.178, -0.268, -0.251], [-0.201, 0.139, -0.256], [-0.016, 0.041, -0.020], [0.311, 0.284, 0.078], [0.022, -0.413, -0.082], [0.038, -0.876, 0.053], [-0.169, -0.012, 0.001], [0.153, 0.845, -0.063], [0.264, 0.126, 0.111], [-0.262, -0.017, -0.314], [0.007, -0.142, 0.195], [0.238, 0.191, -0.006], [-0.121, -0.046, 0.378], [-0.138, -0.202, -0.303], [0.727, 0.117, 0.159], [0.024, 0.257, -0.005], [-0.561, -0.095, -0.056], [0.110, 0.106, -0.657], [0.230, -0.269, 0.212], [-0.536, 0.305, 0.384]],
  "nbo_charge": [0.00, -0.98, 0.50, 0.48, -0.99, 0.51, 0.49, -1.00, 0.49, 0.49, -0.97, 0.49, 0.48, -0.96, 0.48, 0.47, -0.96, 0.49, 0.49, -0.97, 0.45, 0.50, -0.94, 0.48, 0.46, -0.96, 0.48, 0.49, -0.98, 0.48, 0.49, -0.98, 0.48, 0.49]
}

=====

{
  "formula": "H22O17SV",
  "method": "ωB97M-V with the def2-TZVPD basis set",
  "orbital_gap_ev": [7.57, 3.77],
  "relative_energy_kcal_mol": 67.3,
  "multiplicity": 2,
  "e_tot_ev": -71683.4342,
  "charge": 0,
  "elements": ["O", "V", "O", "S", "O", "O", "O", "O", "O", "H", "H", "O", "H", "H", "O", "H", "H", "O", "H", "H", "O", "H", "H", "O", "H", "H", "O", "H", "H", "O", "H", "H", "O", "H", "H", "O", "H", "H", "O", "H", "H"],
  "xyz": [[1.45620, -2.70161, 1.98281], [2.34966, -1.39026, 2.16526], [3.81607, -1.58223, 1.48089], [0.25993, 0.09445, -0.04981], [0.20725, 1.57461, -0.00027], [-0.87395, -0.36218, 0.66506], [0.17671, -0.33376, -1.44383], [1.53633, -0.31744, 0.55003], [2.77353, -1.90688, -1.99847], [2.00752, -1.47899, -1.61590], [2.71128, -2.81631, -1.70641], [-2.50135, 0.92689, 2.23731], [-2.03791, 1.73263, 2.46586], [-1.91310, 0.47506, 1.63228], [0.51920, -0.79499, 3.46603], [0.56426, -0.43459, 4.35165], [-0.38471, -0.64237, 3.19053], [-3.28471, -0.63480, -0.56642], [-2.57342, -0.69857, 0.07093], [-2.96245, -0.01937, -1.22492], [-1.68115, 0.21469, -3.29913], [-1.00256, -0.31523, -2.88089], [-1.57981, 1.08397, -2.91141], [-1.40449, -2.86997, 0.64171], [-1.42379, -3.17768, 1.54789], [-1.18201, -1.94137, 0.70827], [2.22294, 2.91838, 0.50572], [1.59803, 2.24532, 0.23605], [3.02450, 2.43513, 0.70622], [-0.59223, -2.81975, -2.02062], [-0.68373, -3.14671, -1.12566], [-0.31908, -1.90829, -1.91639], [-1.47822, 2.42136, -1.58160], [-1.54598, 3.37141, -1.48646], [-0.82018, 2.16192, -0.93670], [1.49982, 1.39236, -3.29365], [1.16201, 0.73777, -2.68239], [2.40909, 1.52456, -3.02537], [-0.35442, 2.48685, 2.50146], [0.05998, 2.54600, 1.64064], [0.24481, 1.94985, 3.01989]],
  "forces_ev_per_a": [[2.332, 1.430, 0.205], [-0.865, -1.569, -4.228], [-2.985, 0.148, 2.174], [0.643, 3.467, -2.183], [0.494, -1.234, 0.109], [-1.974, -1.935, 2.033], [0.730, -0.174, -0.004], [1.728, -1.118, 1.855], [0.367, 0.143, -0.082], [-0.252, 0.076, -0.004], [-0.047, -0.259, -0.001], [-1.105, -0.619, 0.584], [0.342, 0.380, -0.032], [0.159, 0.313, -0.041], [1.244, 0.387, 0.497], [-0.029, 0.154, 0.430], [-0.640, 0.076, -0.679], [-0.983, -0.377, -0.621], [0.668, -0.071, 0.563], [0.081, 0.797, -0.537], [-1.352, -0.920, -0.837], [0.856, -0.571, 0.439], [0.220, 1.794, 0.796], [-0.364, -0.909, 0.043], [0.000, -0.335, 0.147], [0.264, 0.294, 0.071], [1.017, 0.726, 0.567], [-0.326, -0.136, -0.401], [0.347, 0.095, -0.008], [-0.058, -0.452, -0.846], [-0.268, -0.213, 0.461], [0.235, -0.040, 0.187], [-1.407, 0.101, -1.363], [-0.225, 0.241, -0.245], [0.775, -0.283, 0.596], [-0.134, 0.282, -0.320], [-0.014, -0.223, 0.222], [0.253, 0.049, -0.015], [-0.136, 0.369, 0.808], [0.223, 0.049, -0.446], [0.189, 0.068, 0.107]],
  "nbo_charge": [-0.41, 1.54, -0.44, 2.71, -1.05, -1.09, -1.08, -1.01, -0.94, 0.47, 0.47, -0.98, 0.50, 0.47, -0.97, 0.51, 0.54, -0.60, 0.50, 0.48, -0.57, 0.50, 0.51, -0.97, 0.47, 0.47, -0.97, 0.48, 0.45, -0.95, 0.49, 0.46, -0.99, 0.49, 0.49, -0.95, 0.47, 0.47, -0.96, 0.51, 0.46]
}

=====

{
  "formula": "H23O11",
  "method": "ωB97M-V with the def2-TZVPD basis set",
  "orbital_gap_ev": [3.09, 10.73],
  "relative_energy_kcal_mol": 54.5,
  "multiplicity": 2,
  "e_tot_ev": -22890.0479,
  "charge": 0,
  "elements": ["O", "H", "H", "O", "H", "H", "O", "H", "H", "O", "H", "H", "O", "H", "H", "O", "H", "H", "O", "H", "O", "H", "H", "O", "H", "H", "O", "H", "H", "O", "H", "H", "H", "H"],
  "xyz": [[2.37601, 2.53658, 2.03300], [0.83683, -3.03035, 1.32894], [0.46983, 1.15300, 0.26155], [-2.81887, -0.42933, 2.54589], [3.20756, 2.20931, 2.38412], [0.02816, -4.11412, 0.46887], [-2.22644, 1.92684, -2.17163], [0.44767, -0.06233, -4.43556], [0.28980, 3.62597, 0.90355], [-0.36216, -1.46106, 2.71629], [-0.82149, -1.70281, 3.53849], [0.57622, -0.53207, -1.70311], [0.99185, 0.61771, 0.83145], [0.84773, 4.34969, -0.46425], [-3.20397, -0.46319, 3.39626], [2.31092, -1.72504, 0.57346], [3.21071, -1.63126, 0.08465], [1.98604, 3.14433, 2.68501], [0.45966, -3.16856, 0.40746], [-1.71928, 2.65142, -2.48423], [1.48613, -0.75964, -1.64153], [-3.04278, 1.94795, -1.63604], [-3.02584, 0.07107, 1.77860], [-3.24063, -1.36183, -1.66792], [2.05498, 0.07237, -1.48476], [-3.37561, -0.41179, -1.80390], [0.17498, -0.96551, -4.60180], [-2.90909, -1.74015, -2.47522], [1.03068, -1.25470, -4.20591], [0.23666, 4.32838, 0.27202], [-1.02379, -1.28325, 2.06231], [1.70948, -2.53018, 0.15607], [1.66648, -0.95763, 0.73981], [1.37156, 0.95019, 1.60805]],
  "forces_ev_per_a": [[-0.514, 0.464, 0.229], [-1.336, -0.279, -0.702], [-0.415, 1.200, -0.131], [2.255, -1.804, -0.711], [0.200, 0.084, 0.207], [1.281, 2.511, -0.432], [-0.749, -3.024, 0.451], [-0.984, 1.145, -0.395], [0.874, -0.787, -0.191], [1.372, -0.736, 1.082], [0.089, 0.233, -0.718], [-1.324, 0.704, -0.082], [-0.287, -3.451, -1.383], [0.440, -0.826, 0.462], [-1.421, 0.998, 0.450], [-0.287, -1.905, 0.296], [-0.623, 0.739, 0.170], [0.522, -0.306, -0.128], [-1.050, -2.897, 1.733], [-0.429, 1.578, 0.329], [2.563, 0.983, -0.422], [1.149, 1.499, -0.694], [-1.322, 0.976, 0.136], [-0.442, 0.439, 0.900], [-1.470, -1.630, -0.272], [0.311, -0.560, -0.377], [1.779, -0.008, 0.780], [0.244, 0.116, -0.575], [-0.825, -1.161, -0.269], [-1.294, 1.586, -0.295], [-0.825, 0.210, -0.203], [1.194, 1.477, 0.027], [0.868, 0.483, -0.741], [0.458, 1.950, 1.471]],
  "nbo_charge": [-1.00, 0.51, 0.48, -1.01, 0.48, 0.50, -1.01, 0.45, 0.48, -0.98, 0.47, 0.47, -1.02, 0.48, 0.50, -1.11, 0.30, 0.48, -0.97, 0.50, -1.05, 0.50, 0.51, -0.95, 0.44, 0.47, -0.93, 0.48, 0.47, -0.98, 0.49, 0.52, 0.53, 0.51]
}

=====

{
  "formula": "H23O11",
  "method": "ωB97M-V with the def2-TZVPD basis set",
  "orbital_gap_ev": 10.94,
  "relative_energy_kcal_mol": 84.1,
  "multiplicity": 1,
  "e_tot_ev": -22888.8078,
  "charge": 1,
  "elements": ["O", "H", "H", "O", "H", "H", "O", "H", "H", "O", "H", "H", "O", "H", "H", "O", "H", "H", "O", "H", "O", "H", "H", "O", "H", "H", "O", "H", "H", "O", "H", "H", "H", "H"],
  "xyz": [[2.18980, 1.14050, -2.53606], [1.03591, 1.04139, -1.65398], [2.20560, 0.68778, -3.38762], [1.85886, -2.37339, 3.27371], [1.22140, -2.92205, 3.72242], [2.72905, 0.48790, -2.03487], [0.27406, 1.06383, -0.89824], [1.51148, 3.40700, -0.16146], [-4.37633, 0.62418, -0.62174], [-0.38790, -0.73690, -2.72520], [-1.15468, -0.75308, -3.31161], [-2.41444, 3.27664, 2.61575], [-1.74500, -1.41378, 2.09379], [-2.22379, -0.81292, 1.51497], [-0.25158, -1.66995, -2.50402], [2.57939, -0.20978, 0.98209], [1.76099, -0.59119, 1.32335], [-0.00563, 0.28708, -1.52777], [2.18749, -1.29261, -1.50803], [-0.21104, 1.87043, -1.15017], [-2.54450, 2.84839, 1.77739], [-3.48074, 2.64817, 1.77047], [2.62276, -2.12646, 3.78856], [-1.50261, -2.71678, -0.52143], [2.80842, -2.00670, -1.30208], [-2.28973, -2.19184, -0.38667], [1.70532, 4.20308, 0.32439], [-1.36433, -3.32255, 0.19614], [1.38209, 4.24662, 1.21576], [-4.34880, -0.29104, -0.33017], [-5.24666, -0.52494, -0.07575], [3.28141, -0.59368, 1.51029], [-2.02214, -2.28245, 1.85421], [2.42480, -0.78866, -0.71334]],
  "forces_ev_per_a": [[0.326, -0.455, 0.577], [1.592, 1.292, 0.198], [-0.480, 0.205, -0.396], [-0.022, 0.566, -1.521], [0.234, -0.068, 0.691], [-0.044, 0.406, -0.154], [0.575, -0.854, -1.780], [-0.230, -0.382, 0.660], [-0.170, 0.009, 0.001], [-0.038, -0.083, -0.028], [-0.032, 0.281, 0.099], [0.216, 0.320, 0.575], [0.434, 0.987, 0.446], [-0.131, 0.025, 0.033], [0.193, 0.055, 0.372], [-0.185, 0.182, -0.423], [0.012, -0.116, 0.335], [-1.936, -0.430, 0.611], [0.864, -0.355, 0.288], [-0.421, -0.169, 0.219], [0.061, -0.302, -0.591], [-0.253, -0.067, -0.037], [-0.157, -0.401, 0.778], [0.543, 0.282, -1.273], [-0.265, -0.525, -0.729], [-0.353, -0.069, 0.294], [0.753, 1.063, -0.971], [-0.142, -0.264, 0.430], [-0.444, -0.678, 0.354], [0.363, -0.160, 0.074], [-0.038, 0.078, -0.037], [0.086, -0.077, 0.181], [-0.416, -0.773, -0.112], [-0.491, 0.478, 0.838]],
  "nbo_charge": [-0.91, 0.52, 0.51, -0.98, 0.49, 0.51, -0.82, 0.46, 0.48, -0.96, 0.51, 0.48, -0.93, 0.48, 0.53, -0.97, 0.51, 0.55, -0.99, 0.53, -0.95, 0.47, 0.48, -0.96, 0.49, 0.48, -0.94, 0.48, 0.49, -0.96, 0.49, 0.49, 0.45, 0.49]
}

=====

Number 3 is which compound? H23O11